1.
Density functional theory data (ωB97M-V with the def2-TZVPD basis set) for C50H42N7O9ReSi as an isolated structure.

The calculation puts the relative energy (zero: lowest compared OMol25 entry of this formula, charge and spin) at 21.9 kcal/mol. As for the orbital gap (spin up / spin down): 6.8 / 6.5 eV. As for the expectation value of S²: 3.768. Its spin multiplicity is 4. The value obtained for the highest occupied orbital energy (spin up / spin down) is -10.92 / -10.98 eV. Its net charge is +1. The value obtained for the total energy is -3358.61463 Eh.

The geometry in XYZ format:
```
110
Properties=species:S:1:pos:R:3:forces:R:3:lowdin_charge:R:1
O 0.357708 -0.963209 -1.197551 0.229 -0.139 0.004 -0.4351
H 1.728381 5.463761 1.024966 -0.002 0.000 0.005 0.0651
C 3.015914 -1.656163 -0.185657 -0.019 0.002 0.022 -0.2334
O -3.012006 -3.927369 -2.969383 -0.034 0.014 0.017 0.1317
N -1.465887 -2.041493 0.875830 -0.009 0.092 0.000 -0.0191
H 2.177690 5.812850 3.498729 0.004 0.002 -0.015 0.1186
H 0.861304 1.460861 -1.935818 0.147 -0.004 -0.072 0.0688
O -9.049016 -2.301077 -2.676702 0.079 -0.059 -0.014 0.0904
C 2.224515 -0.788303 4.330731 0.052 -0.001 -0.010 -0.0348
O -1.977181 -2.109416 -2.251183 0.025 -0.187 -0.033 -0.2273
H -1.466893 0.195386 -3.807387 -0.020 0.006 -0.012 0.1364
C -1.753426 -2.040471 3.233728 -0.004 -0.009 -0.081 0.0097
Re -1.511182 -0.822551 -0.845667 -0.271 0.030 -0.099 1.7289
H -7.900688 -0.762305 -1.249880 -0.017 0.012 -0.003 0.1420
O -3.479603 -0.633501 -0.543058 -0.065 -0.080 0.154 -0.1989
C -1.377000 -4.094070 2.056994 0.020 -0.016 -0.035 -0.0082
C 0.715225 3.741567 3.469739 -0.018 0.014 -0.014 -0.2193
H -2.414758 0.618192 3.893351 -0.008 -0.003 -0.003 0.1253
C 3.922660 -3.178332 1.471696 0.008 0.004 -0.005 -0.0864
H -1.126816 -3.831884 -0.078442 -0.017 -0.009 0.000 0.1360
C -6.923685 -1.157228 -1.485927 0.099 -0.052 -0.026 0.0970
C 3.117729 -2.935144 0.367783 -0.084 -0.046 0.013 -0.0994
H 2.182426 -5.907440 -5.108270 -0.002 0.003 -0.003 0.1055
N 2.126886 3.776692 3.119954 0.010 -0.033 -0.070 -0.0574
H 2.573997 -3.760786 -0.081308 0.006 0.008 -0.006 0.1031
H 1.137932 -2.289371 3.243294 -0.022 0.013 0.022 0.1073
H 4.356784 -0.669908 -3.199701 -0.013 -0.006 -0.005 0.1032
C -1.549737 1.120340 -3.251511 0.060 0.023 -0.008 -0.0622
H -1.633212 4.475068 -3.534078 -0.001 -0.001 -0.003 0.1270
C 2.927515 2.684078 3.068200 0.063 0.049 0.015 -0.4230
C 0.888307 -4.447822 -4.213842 0.016 -0.011 -0.001 -0.0721
C 2.115836 -5.043456 -4.459712 0.010 0.012 0.009 -0.0780
O -5.102371 1.426281 -0.125315 -0.201 0.050 -0.119 0.0766
H 5.134915 -0.048246 1.941295 -0.019 0.011 -0.017 0.1098
N -1.614412 1.002360 -1.924582 -0.029 0.024 0.071 -0.0306
H -5.455079 -3.592887 -3.340426 -0.003 -0.004 -0.007 0.1412
C 4.247109 1.380740 -3.768959 0.024 0.052 -0.027 -0.0705
H 3.890748 3.451352 -4.207778 -0.001 0.001 0.002 0.1053
H 4.001062 -4.180129 1.876030 -0.007 0.003 0.002 0.1035
H 5.282765 -2.327162 2.898684 -0.004 -0.004 -0.005 0.1074
H -1.909220 -1.499588 4.155310 -0.005 0.006 -0.001 0.1241
C -2.214715 0.972783 2.893229 0.014 -0.018 -0.027 0.0419
H -1.681694 -3.964439 4.175892 0.001 -0.004 0.000 0.1266
C 1.452945 -1.251570 3.275241 0.118 -0.021 -0.044 -0.1376
O 4.133246 2.753020 2.888409 -0.073 -0.029 -0.015 0.0826
H 1.714670 3.499416 -3.031771 -0.004 0.010 0.003 0.0947
C -1.633510 3.493009 -3.081090 -0.005 0.004 0.004 -0.0092
C 2.669417 0.521369 4.299967 -0.014 0.006 -0.034 0.0074
C -5.783367 -0.622533 -0.935089 -0.113 0.091 -0.132 -0.0555
C -1.799127 0.103929 1.899147 -0.021 0.065 0.043 -0.1864
C -1.666695 -1.366204 2.031551 0.009 -0.072 0.079 -0.1974
H -2.757246 2.997225 3.326507 -0.006 -0.003 -0.005 0.1288
C -3.082607 -2.842188 -2.458662 -0.006 0.084 -0.086 -0.5102
C -1.563145 2.358282 -3.868719 0.006 -0.033 -0.007 -0.0052
H 0.276878 2.816232 3.102143 -0.004 -0.016 0.021 0.0795
H 4.077051 -3.072798 -2.541924 -0.009 0.008 0.002 0.1017
O -7.824522 -3.713744 -3.755408 -0.022 0.042 0.068 0.0973
H 0.226282 4.554939 2.926044 0.004 0.002 0.008 0.1204
C -1.306691 -3.366016 0.882917 0.026 -0.048 0.020 -0.0494
H 0.891405 3.023032 5.498273 0.002 -0.002 0.005 0.0758
H 3.150655 6.472460 1.298649 0.011 -0.002 0.004 0.0789
C 4.569703 -0.862012 1.502879 0.030 -0.037 0.073 -0.0746
H 2.505583 -1.455879 5.133800 -0.014 0.005 0.008 0.1129
O -6.816296 0.486260 0.785298 -0.077 0.103 -0.172 0.1101
C -5.539449 -2.754833 -2.663350 -0.026 0.072 0.055 0.0908
C 3.761340 0.235746 -3.158545 -0.025 -0.029 -0.033 -0.0773
H 3.352422 4.770550 0.865657 -0.006 -0.006 -0.002 0.0777
C 0.808545 -3.339046 -3.381212 -0.131 0.046 0.012 -0.0818
C 3.509454 2.557192 -3.731956 -0.005 -0.003 0.004 -0.0803
C -4.498256 -1.140034 -1.189293 0.012 0.027 -0.161 -0.2388
C 2.528091 0.231903 -2.500920 0.020 0.037 -0.043 -0.2214
Si 1.910404 -1.319258 -1.653671 -0.100 0.099 0.035 0.5470
N -1.557614 0.572439 0.665943 0.054 -0.029 0.022 0.0033
H 3.754759 5.055844 3.292231 0.008 -0.005 -0.006 0.1214
C 1.944644 -2.814168 -2.765026 0.104 -0.005 -0.019 -0.2277
N -5.923263 0.528720 -0.033921 0.373 -0.231 0.384 -0.3368
H -1.747121 4.243322 -1.069919 -0.002 0.000 0.008 0.1232
H -1.506190 2.418185 -4.945491 0.004 0.004 -0.002 0.1266
C 3.173399 -3.435160 -3.021918 0.018 0.014 0.061 -0.1047
H 5.204100 1.358727 -4.274057 -0.003 0.002 0.000 0.1084
H -0.162761 -2.893971 -3.204731 0.083 -0.025 -0.007 0.0679
C -1.803123 1.843644 0.314680 -0.029 0.050 0.063 -0.1700
C 2.738490 5.087768 2.905863 -0.023 0.018 0.056 -0.1967
H 3.725875 0.368336 -0.022914 -0.002 0.002 0.007 0.1065
H 1.243555 1.356759 1.360155 -0.040 0.015 0.025 0.1278
C 3.764235 -0.631782 0.397525 0.005 0.087 -0.060 -0.0958
C 2.287617 2.580732 -3.076269 0.047 -0.025 -0.016 -0.0890
C -4.393454 -2.217466 -2.091280 -0.055 -0.017 0.079 -0.0384
C -1.614170 -3.421727 3.242744 -0.021 0.024 0.017 -0.0169
C 1.808034 1.426672 -2.470095 -0.089 0.011 0.160 -0.1023
C 2.741543 5.471325 1.434648 0.004 0.005 -0.018 -0.0656
H -2.446568 3.775109 0.999730 -0.008 0.001 -0.001 0.1272
C 3.261803 -4.531386 -3.864289 -0.001 -0.041 -0.027 -0.0776
H 0.948725 4.781319 5.355682 -0.001 0.000 0.002 0.0787
H -0.591401 3.940466 5.193402 0.002 -0.013 -0.023 0.0716
C -1.695603 2.104205 -1.141013 -0.038 0.062 -0.033 -0.1786
H -0.013491 -4.844243 -4.662405 -0.001 -0.003 -0.010 0.1073
C 0.474897 3.879725 4.966461 0.013 0.020 0.019 -0.0537
C -2.413963 2.306768 2.567901 0.021 -0.004 0.009 -0.0085
N -7.981550 -2.794885 -2.979919 -0.028 0.037 -0.056 -0.3526
H -1.252676 -5.166591 2.027893 0.002 0.001 0.002 0.1244
H 3.321022 0.911246 5.071951 -0.007 0.002 0.005 0.1327
N 1.094596 -0.496500 2.239863 -0.146 0.080 0.204 0.0955
H 4.222551 -4.995144 -4.047833 -0.002 0.002 -0.003 0.1058
C -6.775858 -2.219928 -2.360568 -0.029 -0.048 0.009 -0.1135
C -1.699429 3.367143 -1.699621 0.015 -0.056 -0.003 0.0296
C 4.646380 -2.139104 2.042567 0.010 0.002 -0.021 -0.0836
C -2.224529 2.753128 1.267958 0.040 -0.026 -0.036 0.0281
C 2.302041 1.325497 3.228775 0.042 -0.055 0.036 -0.1257
C 1.508442 0.768019 2.237134 0.115 -0.002 -0.150 -0.1052
```
Positions in Å, forces in eV/Å.

---

2.
Density functional theory data (ωB97M-V with the def2-TZVPD basis set) for a 4-piece molecular cluster, C16H16F2N2 overall.

The calculation puts the relative energy (zero: lowest compared OMol25 entry of this formula, charge and spin) at 0.0 kcal/mol. As for the orbital gap: 9.3 eV. The value obtained for the highest occupied orbital energy is -8.75 eV. The SMILES is Fc1ccccc1.Fc1ccccc1.CC#N.CC#N. Its net charge is 0. The value obtained for the total energy is -928.50870 Eh.

The geometry in XYZ format:
```
36
Properties=species:S:1:pos:R:3:forces:R:3:nbo_charge:R:1
H 3.809345 -0.086153 -4.582185 -0.011 0.003 0.026 0.2256
H -3.490305 -1.946300 -0.757035 0.026 -0.140 -0.004 0.2566
N 1.643694 2.743196 -0.354820 0.082 0.152 -0.285 -0.3582
C 2.633501 2.965517 -3.644541 0.008 -0.268 -0.219 -0.2237
H 1.362540 1.798813 2.604791 -0.110 0.062 -0.040 0.2480
H -1.566357 -4.614300 3.376219 0.052 0.043 0.012 0.2228
C -2.093664 -3.676667 3.496378 0.017 -0.234 -0.039 -0.1933
H -4.012901 -4.616614 3.698674 0.026 -0.021 -0.001 0.2214
C 4.544412 3.173514 -5.117700 -0.341 0.017 0.040 -0.2939
C 4.602908 1.794200 -5.173075 0.227 0.204 -0.078 0.3949
H -0.302396 1.936577 2.015173 -0.078 0.059 -0.089 0.2526
H -3.959574 -0.333815 3.880182 0.033 -0.056 0.023 0.2321
H -5.213105 -2.445483 3.961529 0.008 -0.149 -0.009 0.2206
C 3.717814 0.988251 -4.494813 0.066 -0.219 -0.169 -0.2919
C -1.727838 -1.308805 0.170554 0.099 -0.393 0.021 0.3078
H -0.319502 -2.484392 3.314875 -0.052 0.134 -0.005 0.2395
H 2.023007 0.943575 -3.220902 0.016 0.118 0.118 0.2199
F 5.570081 1.200485 -5.910791 0.015 0.093 -0.016 -0.3331
C -3.466090 -3.683946 3.671935 -0.303 0.002 0.050 -0.2371
C -4.140535 -2.480561 3.818899 -0.216 -0.095 0.018 -0.1947
C 3.527190 3.752527 -4.359149 0.191 0.032 0.323 -0.1912
H 0.668434 0.503895 1.639908 -0.103 0.004 -0.152 0.2757
C 2.729886 1.582082 -3.736418 -0.249 -0.028 0.144 -0.1829
H -3.722928 -0.924344 0.658192 0.078 -0.089 -0.046 0.2547
C -2.089006 -1.304374 3.608334 0.205 -0.054 -0.163 0.3964
C 1.219086 2.225371 0.573729 -0.218 -0.109 0.196 0.3083
H -3.230390 -2.596316 0.895530 0.117 -0.104 -0.039 0.2639
H 1.863888 3.384479 -3.014556 0.054 0.182 -0.009 0.2351
C 0.693155 1.583230 1.768264 0.401 -0.162 0.360 -0.7274
N -0.610596 -1.057067 0.109278 0.043 0.170 0.033 -0.3557
C -1.392173 -2.484294 3.462928 0.425 -0.039 -0.047 -0.2829
C -3.449976 -1.285560 3.781767 -0.304 0.494 0.070 -0.2939
F -1.432839 -0.129114 3.543040 0.098 -0.003 0.059 -0.3271
C -3.117008 -1.734474 0.242340 -0.356 0.527 0.070 -0.7283
H 5.251206 3.784890 -5.659904 0.069 -0.072 -0.030 0.2264
H 3.477035 4.831977 -4.266624 -0.015 -0.062 -0.125 0.2133
```
Positions in Å, forces in eV/Å.

---

3.
Density functional theory data (ωB97M-V with the def2-TZVPD basis set) for C7H8BBrO2 as an isolated structure.

The calculation puts the relative energy (zero: lowest compared OMol25 entry of this formula, charge and spin) at 65.5 kcal/mol. As for the orbital gap: 8.2 eV. The value obtained for the highest occupied orbital energy is -8.17 eV. Its net charge is 0. The value obtained for the total energy is -3020.90325 Eh.

The geometry in XYZ format:
```
19
Properties=species:S:1:pos:R:3:forces:R:3:nbo_charge:R:1
H 3.247226 -2.153265 0.358579 1.143 0.154 0.228 0.2095
C 2.198864 -0.521507 -0.581368 0.451 -0.267 -0.384 -0.2082
H 3.099401 -0.156575 -0.987472 0.897 0.612 -0.701 0.2026
H 1.204333 -2.793411 1.628676 0.672 -3.686 3.321 0.1997
O -0.719141 2.111368 0.803111 1.922 0.259 2.037 -0.9259
C -1.467191 -0.032617 -0.691346 -0.620 3.483 2.298 -0.4830
H 0.972349 0.944548 -1.588565 -0.350 -1.520 0.567 0.2184
H -1.656404 0.085284 -1.720020 -0.145 -0.410 -1.224 0.2182
O -2.608627 2.735585 -0.505950 -1.012 -3.998 -2.513 -0.8905
H -0.845917 -1.689100 1.283188 -0.036 -0.774 -0.045 0.2223
B -1.696091 1.931769 -0.039846 0.975 -4.308 -1.093 1.1460
C 1.265519 -2.057995 0.984848 -0.981 3.484 -3.482 -0.1850
C 0.990075 -0.005923 -0.973376 -0.434 0.297 1.084 -0.1986
Br -2.919286 -1.017319 0.125254 -0.625 0.138 -0.274 -0.0165
C 0.017166 -1.536866 0.658376 0.136 0.813 0.589 -0.2293
H -0.549216 2.750255 1.508988 -0.455 0.047 -0.610 0.5179
C 2.357400 -1.581198 0.298778 -1.010 -0.801 0.292 -0.2267
H -2.751287 3.571966 -0.250847 -0.559 4.666 1.630 0.4973
C -0.139172 -0.585004 -0.311007 0.032 1.813 -1.721 -0.0680
```
Positions in Å, forces in eV/Å.

---

The records above yield largest force on an atom values of 0.6 0.6 5.0 eV/Å, respectively.